Record 1
The following is a DFT calculation (ωB97M-V with the def2-TZVPD basis set) of a structure of composition C39H93Br3Cl6O24P6 at a distorted geometry.

XYZ file:
```
171
Properties=species:S:1:pos:R:3:forces:R:3:mulliken_charge:R:1
C -7.458 17.466 -8.248 0.278 0.300 -1.045 -0.382
Br -7.207 19.424 -8.036 -0.320 -1.173 -0.122 -0.003
Br -5.817 16.700 -9.083 -1.114 0.397 0.344 -0.014
Br -9.132 17.051 -9.338 1.629 0.362 1.161 -0.018
H -7.483 17.017 -7.255 -0.454 0.154 -0.330 0.420
C -18.188 17.784 -5.725 -0.248 -0.636 -0.367 -1.174
C -17.179 18.819 -6.144 -1.586 0.610 3.077 -0.131
O -16.809 18.570 -7.438 2.219 -0.011 -1.934 -0.329
P -15.223 18.336 -7.689 0.914 -0.076 -1.053 0.701
O -14.849 18.022 -9.090 -0.740 0.825 1.181 -0.737
O -14.483 19.633 -6.994 -1.535 -2.274 -0.592 -0.236
C -14.517 20.930 -7.623 1.353 0.413 0.672 -0.303
C -13.079 21.118 -8.196 -0.714 0.092 -0.321 -1.085
O -14.846 17.127 -6.723 -0.447 1.458 0.557 -0.067
C -14.594 15.782 -7.140 -0.431 -0.724 0.940 -0.282
C -14.406 14.991 -5.803 0.256 0.411 -1.631 -1.095
H -18.974 17.679 -6.473 -0.080 0.176 -0.031 0.296
H -17.663 16.829 -5.718 -0.143 -0.193 0.305 0.191
H -18.662 17.983 -4.763 0.229 0.019 0.044 0.380
H -17.608 19.809 -5.991 -0.121 0.311 -0.688 0.413
H -16.402 18.811 -5.380 0.680 -0.230 -0.433 0.285
H -15.383 21.130 -8.254 0.297 -0.688 -0.715 0.350
H -14.734 21.603 -6.793 0.501 0.181 0.158 0.293
H -12.811 22.147 -8.433 -0.286 0.109 0.058 0.386
H -12.329 20.740 -7.501 -0.295 0.075 0.305 0.276
H -12.933 20.532 -9.104 -0.283 -0.041 -0.060 0.282
H -15.437 15.332 -7.666 -0.146 0.467 -0.276 0.302
H -13.730 15.827 -7.802 0.041 -0.459 0.171 0.345
H -15.236 15.155 -5.115 0.269 0.636 0.051 0.279
H -14.464 13.917 -5.975 0.561 -0.035 -0.244 0.385
H -13.423 15.328 -5.475 -0.242 -0.423 0.824 0.275
C -0.954 11.558 -7.579 0.394 -0.905 0.620 -0.861
C -0.590 12.968 -7.997 0.036 -0.452 0.047 -0.291
O -0.180 12.943 -9.387 0.809 -0.095 -0.812 -0.223
P 1.288 12.500 -9.890 0.546 -0.138 1.848 0.823
O 2.370 12.976 -8.957 -1.562 -1.099 -2.174 -0.783
O 1.117 10.857 -10.042 -2.276 3.221 0.415 -0.229
C 2.200 10.052 -10.302 1.056 -0.622 0.809 -0.295
C 2.751 10.202 -11.672 1.445 -0.319 -0.465 -1.131
O 1.336 12.997 -11.426 0.447 -0.265 2.634 -0.308
C 0.190 12.627 -12.153 -0.492 -0.654 -2.604 -0.031
C -0.323 13.883 -12.800 -0.620 0.751 0.041 -1.239
H -1.944 11.192 -7.849 0.048 0.292 -0.297 0.263
H -0.206 10.862 -7.959 -0.108 0.058 -0.555 0.158
H -0.827 11.336 -6.520 -0.309 0.710 0.356 0.371
H -1.426 13.666 -7.956 0.017 -0.118 -0.083 0.275
H 0.202 13.362 -7.360 0.188 -0.003 -0.253 0.306
H 2.918 10.340 -9.534 0.677 -0.467 -0.155 0.362
H 1.868 9.033 -10.104 0.061 -0.070 -0.048 0.291
H 3.207 11.181 -11.820 -0.527 0.232 -0.220 0.321
H 3.630 9.559 -11.718 0.010 -0.373 -0.129 0.414
H 2.090 9.892 -12.482 -0.143 0.293 0.120 0.233
H 0.503 11.921 -12.922 0.246 -0.134 -0.095 0.254
H -0.572 12.074 -11.604 0.068 0.451 0.406 0.379
H -1.178 13.783 -13.468 -0.422 -0.493 0.483 0.349
H -0.557 14.525 -11.951 -0.302 0.452 -0.325 0.291
H 0.359 14.411 -13.466 0.694 -0.256 0.438 0.301
C -5.747 5.857 -9.233 0.778 -0.884 0.337 -1.473
C -6.627 7.063 -9.181 0.861 -0.209 0.140 0.019
O -7.978 6.721 -9.550 -0.020 0.862 -0.902 -0.138
P -8.462 7.247 -11.019 0.229 0.341 0.556 0.830
O -7.640 6.715 -12.141 -1.116 1.259 1.478 -0.721
O -10.007 6.828 -10.965 0.692 0.003 0.147 -0.257
C -10.304 5.427 -10.935 -0.936 -1.554 -0.154 -0.228
C -11.501 5.094 -9.993 0.841 1.189 -0.065 -1.177
O -8.543 8.874 -10.814 0.277 -2.510 -2.793 -0.337
C -9.323 9.515 -9.845 1.674 -0.179 2.505 -0.115
C -8.172 10.163 -8.944 -1.378 -0.162 0.732 -0.945
H -4.734 6.063 -8.888 0.080 0.543 0.051 0.422
H -6.061 5.076 -8.540 -0.400 -0.192 -0.298 0.312
H -5.606 5.484 -10.248 -0.429 -0.159 0.022 0.336
H -6.609 7.489 -8.178 -0.434 -0.024 0.021 0.190
H -6.132 7.785 -9.831 -0.659 0.384 -0.304 0.313
H -10.492 5.062 -11.945 -0.385 0.504 -0.218 0.390
H -9.455 4.799 -10.665 0.327 0.449 0.469 0.302
H -12.053 4.199 -10.281 0.312 -0.015 0.008 0.364
H -11.130 5.042 -8.970 -0.022 -0.409 0.031 0.278
H -12.199 5.931 -9.957 -0.117 0.023 -0.392 0.284
H -10.118 10.162 -10.216 0.642 0.366 -0.554 0.408
H -9.859 8.754 -9.279 0.007 0.035 0.326 0.185
H -7.226 10.319 -9.461 -0.523 0.549 -0.540 0.298
H -8.523 11.020 -8.369 0.126 0.452 -0.451 0.381
H -7.846 9.510 -8.134 -0.417 -0.651 -0.091 0.080
C -5.426 12.539 -14.749 0.658 -0.896 0.152 -1.236
C -5.072 11.210 -15.463 -0.571 0.458 0.294 -0.158
O -5.646 11.259 -16.781 0.488 -0.161 -2.238 -0.345
P -5.186 10.161 -17.871 -0.533 1.051 -0.942 0.920
O -5.457 8.804 -17.410 0.819 -0.586 0.172 -0.657
O -6.015 10.460 -19.271 1.226 0.151 1.458 -0.421
C -6.013 9.347 -20.195 -0.261 -1.013 -0.413 -0.276
C -5.652 9.703 -21.636 -0.539 0.888 0.844 -1.165
O -3.649 10.587 -18.266 -2.354 0.443 1.221 -0.246
C -2.724 9.583 -18.625 -0.132 -0.796 0.433 -0.088
C -1.348 10.167 -18.499 0.694 0.215 -0.414 -1.144
H -6.497 12.584 -14.547 0.094 0.087 -0.100 0.298
H -4.886 12.545 -13.802 -0.185 -0.161 0.278 0.386
H -5.081 13.454 -15.231 -0.147 -0.276 -0.525 0.330
H -4.008 10.980 -15.506 0.161 0.417 -0.141 0.266
H -5.534 10.353 -14.972 -0.076 0.126 0.278 0.326
H -5.373 8.508 -19.923 0.285 0.347 0.717 0.347
H -7.011 8.910 -20.156 -0.121 0.139 -0.040 0.366
H -4.837 10.427 -21.645 0.135 -0.115 -0.101 0.308
H -5.370 8.800 -22.177 -0.129 0.117 -0.045 0.326
H -6.529 10.186 -22.067 0.197 -0.043 -0.451 0.351
H -2.819 8.752 -17.926 -0.201 -0.196 -0.128 0.326
H -3.023 9.257 -19.621 0.554 -0.260 -0.142 0.256
H -1.359 11.003 -17.800 -0.137 0.065 -0.117 0.304
H -0.618 9.465 -18.096 -0.096 -0.204 -0.192 0.330
H -0.997 10.509 -19.473 0.174 0.200 0.141 0.294
C -9.556 18.630 -2.670 0.573 0.214 -0.830 -1.334
C -8.593 19.753 -2.230 -0.504 -2.202 -0.663 -0.066
O -7.566 19.163 -1.400 0.847 0.331 0.278 -0.379
P -6.028 18.993 -1.884 -1.349 -1.005 -0.987 1.008
O -5.818 18.004 -3.004 -0.113 2.364 1.951 -0.700
O -5.523 20.495 -2.152 0.011 -1.889 -0.239 -0.113
C -5.719 21.573 -1.250 1.013 0.928 0.555 -0.278
C -6.744 22.477 -1.857 -0.870 0.810 -0.433 -1.125
O -5.394 18.623 -0.468 -1.233 -0.016 -0.547 -0.332
C -4.018 18.697 -0.356 3.597 -1.672 0.715 -0.285
C -3.238 17.378 -0.786 -0.956 0.553 -0.265 -1.104
H -9.153 18.046 -3.497 0.285 -0.168 0.172 0.285
H -9.787 17.954 -1.846 -0.134 0.239 0.015 0.310
H -10.445 19.097 -3.094 -0.278 -0.040 0.312 0.412
H -8.093 20.172 -3.103 -0.442 0.548 0.102 0.342
H -9.284 20.398 -1.687 1.061 0.657 0.395 0.223
H -5.831 21.388 -0.182 -0.988 -1.149 -0.088 0.332
H -4.732 22.022 -1.145 0.109 0.548 -0.818 0.415
H -6.781 22.291 -2.930 0.382 0.256 -0.086 0.268
H -7.784 22.328 -1.565 0.142 -0.335 0.518 0.221
H -6.553 23.538 -1.691 0.222 -0.037 0.018 0.378
H -3.575 19.584 -0.810 -0.252 0.013 -0.399 0.240
H -3.718 18.746 0.691 -0.712 0.420 0.286 0.316
H -2.164 17.396 -0.600 -0.001 0.641 0.033 0.381
H -3.587 16.541 -0.181 -0.336 0.019 -0.089 0.282
H -3.391 17.147 -1.840 -0.073 -0.033 0.027 0.301
C -7.397 11.738 -3.129 0.394 -0.559 -0.721 -1.099
C -6.202 10.937 -2.639 -0.590 1.641 1.469 -0.275
O -5.888 9.987 -3.608 0.864 -2.945 -0.151 -0.210
P -5.600 8.446 -3.117 0.786 -0.054 -1.935 0.779
O -5.586 8.182 -1.684 -0.147 0.299 0.287 -0.736
O -6.684 7.608 -3.950 1.837 -0.144 0.396 -0.242
C -7.990 7.462 -3.458 -1.114 0.052 -0.058 -0.221
C -8.881 7.911 -4.545 -1.845 0.800 -1.121 -1.148
O -4.220 8.052 -3.902 -2.166 1.298 0.152 -0.160
C -3.625 6.787 -3.772 1.605 -1.141 0.462 -0.178
C -2.225 6.826 -4.374 0.583 0.738 0.518 -1.314
H -7.114 12.142 -4.101 -0.210 0.376 0.019 0.273
H -8.182 11.008 -3.326 -0.346 0.198 0.138 0.233
H -7.735 12.521 -2.450 0.135 -0.127 -0.022 0.389
H -5.340 11.583 -2.476 0.092 0.014 0.001 0.337
H -6.472 10.493 -1.681 0.271 -0.278 0.010 0.336
H -8.278 6.434 -3.238 0.749 -0.230 0.269 0.307
H -8.175 8.060 -2.565 0.243 -0.005 0.147 0.336
H -8.661 8.917 -4.901 0.186 0.096 0.168 0.230
H -8.943 7.291 -5.440 0.607 -0.345 0.100 0.305
H -9.919 7.926 -4.211 -0.129 0.101 0.287 0.396
H -3.546 6.501 -2.723 0.015 0.286 0.243 0.342
H -4.106 5.919 -4.223 -0.937 0.524 -0.455 0.290
H -2.185 7.147 -5.415 -0.336 -0.611 -0.193 0.304
H -1.566 7.555 -3.903 -0.305 0.293 0.453 0.336
H -1.706 5.891 -4.165 -0.238 -0.266 -0.526 0.389
C -6.812 20.786 -12.922 0.515 -0.799 -0.311 0.207
Cl -5.773 19.859 -14.083 0.146 0.386 0.847 -0.137
Cl -8.316 20.977 -13.774 -0.681 0.604 0.131 -0.113
Cl -6.057 22.281 -12.361 -0.182 -0.204 -0.332 -0.116
H -6.999 20.181 -12.035 0.200 -0.012 -0.294 0.160
C -2.007 20.508 -6.431 -1.047 -0.770 -0.103 0.183
Cl -1.965 22.026 -5.574 0.574 0.639 -0.145 -0.127
Cl -0.930 19.300 -5.729 0.081 0.187 -0.056 -0.121
Cl -1.808 20.575 -8.208 0.056 0.322 0.729 -0.130
H -3.031 20.195 -6.227 0.296 -0.400 -0.407 0.195
```
Positions in Å, forces in eV/Å.

Orbital gap = 9.7 eV
HOMO level = -10.3 eV
DFT total energy = -432097.92874 eV
Multiplicity = 1
Total charge = 0
LUMO energy = -0.65 eV

Record 2
The following is a DFT calculation (ωB97M-V with the def2-TZVPD basis set) of a cluster of 6 separate species, C37H35N2O21 in total at a distorted geometry.

XYZ file:
```
95
Properties=species:S:1:pos:R:3:forces:R:3:mulliken_charge:R:1
C 0.950 -2.735 3.254 0.425 -0.114 0.464 -0.869
C -0.439 -2.772 3.815 -0.077 -0.110 0.344 0.586
O -0.936 -1.756 4.270 -0.181 0.203 -0.277 -0.637
N -1.185 -3.955 3.811 0.133 0.715 -0.916 0.099
C -0.622 -5.126 3.131 -0.018 -0.314 0.010 -1.093
C -2.602 -3.722 3.578 -0.580 -0.931 0.371 -0.223
C -3.037 -2.970 2.307 0.314 -0.156 0.044 -0.567
C -4.490 -2.620 2.613 0.942 0.145 -0.472 -0.757
N -4.379 -2.188 4.057 -0.162 0.222 -0.285 0.017
C -3.368 -3.076 4.751 -0.041 0.314 0.246 -1.197
H 0.971 -2.025 2.425 -0.056 -0.119 0.026 0.089
H 1.371 -3.685 2.936 -0.085 0.078 -0.046 0.460
H 1.603 -2.326 4.031 -0.069 0.015 -0.174 0.350
H -1.400 -5.883 3.020 0.062 0.072 0.093 0.366
H 0.172 -5.565 3.739 -0.054 0.092 -0.122 0.376
H -0.231 -4.903 2.133 -0.091 -0.008 0.116 0.398
H -3.063 -4.711 3.466 0.263 0.024 0.087 0.604
H -2.932 -3.632 1.443 -0.147 0.181 0.029 0.414
H -2.434 -2.077 2.122 -0.105 -0.012 0.118 0.354
H -5.127 -3.499 2.508 -0.203 0.303 0.243 0.283
H -4.822 -1.779 2.006 -0.436 -0.257 0.168 0.393
H -5.284 -2.121 4.519 0.038 -0.159 0.082 0.368
H -3.997 -1.240 4.028 0.029 -0.039 0.166 0.426
H -3.884 -3.798 5.384 -0.074 0.047 -0.205 0.322
H -2.764 -2.419 5.367 0.155 -0.215 -0.057 0.454
C 5.204 -0.610 0.759 -0.016 -0.109 0.068 -1.009
C 5.664 0.366 -0.041 0.028 -0.020 0.020 0.171
C 4.939 1.684 -0.207 -0.150 0.052 0.069 0.904
O 5.447 2.501 -0.951 0.029 -0.087 -0.044 -0.556
C 3.701 1.896 0.516 -0.007 0.086 -0.062 -1.117
C 3.248 0.923 1.315 0.000 0.052 0.038 0.310
C 3.979 -0.391 1.485 0.142 -0.056 -0.082 1.226
O 3.465 -1.203 2.242 -0.081 0.063 0.006 -0.586
O 2.131 1.011 2.029 -0.031 0.038 -0.024 -0.619
O 6.775 0.271 -0.748 0.007 -0.034 0.016 -0.561
H 5.713 -1.556 0.879 0.019 0.045 -0.046 0.724
H 3.187 2.838 0.388 -0.004 -0.002 0.021 0.468
H 2.076 0.179 2.538 0.052 -0.034 0.017 0.308
H 6.883 1.120 -1.221 -0.018 0.039 0.012 0.340
C 6.808 5.339 -1.812 0.043 -0.112 0.043 -1.034
C 6.302 6.329 -2.560 -0.040 -0.044 -0.008 0.274
C 6.982 7.674 -2.696 0.158 0.063 0.083 0.954
O 6.436 8.490 -3.415 -0.071 -0.008 -0.027 -0.632
C 8.216 7.906 -1.976 -0.012 0.100 -0.049 -1.048
C 8.723 6.917 -1.225 0.027 0.038 0.003 0.373
C 8.050 5.567 -1.108 -0.141 -0.059 -0.067 1.127
O 8.609 4.739 -0.409 0.056 0.012 0.040 -0.670
O 9.842 7.019 -0.527 0.012 0.043 -0.013 -0.566
O 5.174 6.236 -3.249 -0.008 -0.045 0.011 -0.581
H 6.333 4.373 -1.705 -0.032 0.090 -0.040 0.676
H 8.690 8.872 -2.068 0.021 -0.011 0.008 0.422
H 9.968 6.154 -0.088 -0.029 -0.043 -0.007 0.377
H 5.062 7.098 -3.697 0.033 0.040 -0.001 0.379
C -6.360 -2.544 -3.260 0.000 -0.006 -0.104 -0.970
C -6.054 -2.675 -1.965 0.002 -0.052 -0.022 0.255
C -6.645 -1.784 -0.899 -0.161 0.200 0.019 1.074
O -6.297 -1.998 0.259 0.135 -0.123 -0.083 -0.569
C -7.562 -0.746 -1.284 0.007 0.029 0.121 -1.051
C -7.874 -0.608 -2.584 -0.023 0.076 0.023 0.105
C -7.297 -1.508 -3.657 0.117 -0.142 0.014 1.176
O -7.659 -1.300 -4.795 -0.037 0.060 -0.023 -0.593
O -8.700 0.309 -3.045 -0.010 -0.094 0.001 -0.447
O -5.213 -3.591 -1.492 0.024 -0.020 -0.034 -0.595
H -5.943 -3.179 -4.029 0.003 -0.016 0.016 0.447
H -7.971 -0.107 -0.515 -0.024 0.010 -0.022 0.452
H -8.759 0.183 -4.016 -0.034 -0.048 -0.015 0.346
H -5.207 -3.463 -0.526 -0.041 0.026 0.027 0.304
C -8.772 5.400 -3.571 0.072 0.076 0.013 -0.986
C -9.192 4.133 -3.464 0.011 0.012 0.010 0.325
C -10.532 3.676 -3.999 -0.108 0.084 -0.096 1.131
O -10.791 2.491 -3.870 0.035 -0.041 0.023 -0.614
C -11.402 4.647 -4.621 -0.073 -0.087 -0.001 -1.062
C -10.986 5.919 -4.723 -0.043 -0.002 -0.025 0.334
C -9.634 6.371 -4.212 0.122 -0.091 0.079 1.081
O -9.355 7.544 -4.372 -0.049 0.054 -0.021 -0.614
O -11.698 6.885 -5.274 -0.032 -0.031 -0.012 -0.560
O -8.492 3.159 -2.900 0.002 0.097 0.069 -0.533
H -7.814 5.734 -3.197 0.005 -0.018 -0.001 0.433
H -12.362 4.315 -4.989 -0.003 0.025 -0.012 0.427
H -11.155 7.696 -5.219 0.047 0.003 0.017 0.378
H -9.054 2.357 -2.938 0.059 0.004 -0.016 0.311
C 8.623 -5.988 2.534 0.061 -0.077 0.045 -0.992
C 7.572 -5.231 2.195 -0.021 -0.037 0.037 0.351
C 7.680 -4.095 1.203 0.133 0.069 -0.093 1.027
O 6.646 -3.489 0.962 -0.031 -0.077 0.059 -0.658
C 8.960 -3.797 0.614 -0.053 0.089 -0.058 -1.092
C 10.018 -4.551 0.953 0.014 0.033 -0.032 0.392
C 9.910 -5.705 1.930 -0.149 -0.058 0.093 1.020
O 10.929 -6.329 2.151 0.075 0.019 -0.023 -0.609
O 11.235 -4.369 0.476 -0.018 0.033 -0.028 -0.561
O 6.349 -5.393 2.682 0.008 -0.046 0.030 -0.588
H 8.556 -6.803 3.240 -0.018 0.001 -0.002 0.428
H 9.027 -2.974 -0.083 0.026 -0.010 -0.006 0.493
H 11.800 -5.055 0.885 -0.016 -0.038 0.032 0.374
H 5.801 -4.703 2.258 0.014 0.038 -0.037 0.360
```
Positions in Å, forces in eV/Å.

Orbital gap = 6.8 eV
HOMO level = -10.6 eV
DFT total energy = -84906.11143 eV
Multiplicity = 1
Total charge = +1
LUMO energy = -3.80 eV